C31H27BrFN3O4 | the ωB97M-V functional and the def2-TZVPD basis

SMILES = CC(C)(C)N1C(=O)[C@H]2[C@@H](c3ccc(Br)cc3)N3C(=O)N(c4cccc(F)c4)C(=O)[C@@]3(Cc3ccccc3)[C@H]2C1=O
HOMO-LUMO gap = 9.413 eV
Maximum force = 0.645 eV/Å

Bonds (Å) are listed after each position.
Atoms and positions in Å:
1 Br -6.280 2.076 -2.211  C23 1.900
2 F 2.354 -3.058 -4.765  C15 1.347
3 O -2.282 -2.138 -0.713  C27 1.201
4 O 1.387 0.721 -1.024  C36 1.201
5 O -1.730 3.187 1.172  C24 1.200
6 O 2.245 -1.983 -0.070  C11 1.198
7 N 0.040 -2.265 -0.677  C11 1.378, C14 1.414, C27 1.412
8 N -1.004 -1.124 0.915  C13 1.453, C22 1.447, C27 1.360
9 N 0.009 2.323 -0.096  C19 1.486, C24 1.382, C36 1.386
10 C 0.712 -1.688 2.579  C22 1.550, C34 1.503, H47 1.092, H54 1.092
11 C 1.076 -1.765 0.081  O6 1.198, N7 1.378, C22 1.527
12 C -0.432 -4.817 -3.302  C30 1.384, C32 1.384, H53 1.079
13 C -1.783 -0.023 1.456  N8 1.453, C25 1.507, C35 1.569, H43 1.098
14 C 0.217 -3.014 -1.864  N7 1.414, C32 1.389, C40 1.389
15 C 1.382 -3.399 -3.897  F2 1.347, C30 1.384, C40 1.382
16 C -5.141 1.231 0.258  C20 1.382, C23 1.383, H63 1.079
17 C 4.716 -0.962 3.928  C28 1.384, C31 1.384, H59 1.080
18 C 1.701 3.671 -1.205  C19 1.532, H42 1.086, H55 1.088, H58 1.086
19 C 0.204 3.348 -1.153  N9 1.486, C18 1.532, C29 1.526, C39 1.530
20 C -4.127 0.747 1.063  C16 1.382, C25 1.388, H44 1.080
21 C -2.646 0.670 -0.818  C25 1.390, C33 1.382, H60 1.080
22 C 0.405 -1.005 1.223  N8 1.447, C10 1.550, C11 1.527, C37 1.528
23 C -4.895 1.418 -1.090  Br1 1.900, C16 1.383, C33 1.384
24 C -0.907 2.346 0.940  O5 1.200, N9 1.382, C35 1.526
25 C -2.874 0.464 0.538  C13 1.507, C20 1.388, C21 1.390
26 C 2.395 -0.365 3.885  C31 1.384, C34 1.391, H67 1.082
27 C -1.228 -1.854 -0.211  O3 1.201, N7 1.412, N8 1.360
28 C 4.443 -2.052 3.120  C17 1.384, C38 1.383, H46 1.079
29 C -0.566 4.627 -0.834  C19 1.526, H45 1.087, H50 1.087, H52 1.085
30 C 0.571 -4.480 -4.194  C12 1.384, C15 1.384, H64 1.078
31 C 3.687 -0.121 4.316  C17 1.384, C26 1.384, H51 1.080
32 C -0.612 -4.095 -2.135  C12 1.384, C14 1.389, H62 1.077
33 C -3.656 1.137 -1.637  C21 1.382, C23 1.384, H57 1.079
34 C 2.115 -1.449 3.060  C10 1.503, C26 1.391, C38 1.389
35 C -0.710 1.078 1.767  C13 1.569, C24 1.526, C37 1.523, H56 1.090
36 C 0.754 1.154 -0.099  O4 1.201, N9 1.386, C37 1.521
37 C 0.612 0.508 1.270  C22 1.528, C35 1.523, C36 1.521, H66 1.092
38 C 3.151 -2.298 2.692  C28 1.383, C34 1.389, H65 1.079
39 C -0.273 2.787 -2.494  C19 1.530, H41 1.087, H49 1.087, H61 1.086
40 C 1.224 -2.649 -2.748  C14 1.389, C15 1.382, H48 1.078
41 H -1.344 2.604 -2.466  C39 1.087
42 H 1.874 4.467 -1.925  C18 1.086
43 H -2.243 -0.348 2.398  C13 1.098
44 H -4.317 0.593 2.115  C20 1.080
45 H -0.275 5.031 0.132  C29 1.087
46 H 5.240 -2.717 2.822  C28 1.079
47 H -0.001 -1.301 3.311  C10 1.092
48 H 1.868 -1.809 -2.547  C40 1.078
49 H -0.067 3.510 -3.278  C39 1.087
50 H -0.339 5.364 -1.600  C29 1.087
51 H 3.888 0.723 4.958  C31 1.080
52 H -1.638 4.455 -0.826  C29 1.085
53 H -1.079 -5.654 -3.515  C12 1.079
54 H 0.531 -2.759 2.461  C10 1.092
55 H 2.052 4.005 -0.231  C18 1.088
56 H -0.734 1.339 2.825  C35 1.090
57 H -3.484 1.277 -2.694  C33 1.079
58 H 2.280 2.804 -1.510  C18 1.086
59 H 5.725 -0.771 4.261  C17 1.080
60 H -1.682 0.454 -1.254  C21 1.080
61 H 0.246 1.864 -2.734  C39 1.086
62 H -1.398 -4.356 -1.445  C32 1.077
63 H -6.112 1.455 0.672  C16 1.079
64 H 0.728 -5.035 -5.105  C30 1.078
65 H 2.948 -3.151 2.064  C38 1.079
66 H 1.483 0.782 1.869  C37 1.092
67 H 1.594 0.284 4.213  C26 1.082

Here are the Mulliken charges for atoms 1 to 4, given in e: Br -0.207; F -0.320; O -0.619; O -0.553

---

C32H35FNO3 | the ωB97M-V functional and the def2-TZVPD basis

Total charge = -1
HOMO-LUMO gap = 4.211 eV
Maximum force = 2.612 eV/Å

Bonds (Å) are listed after each position.
Atoms and positions in Å:
1 F -4.357 1.326 3.644  C12 1.380
2 O -2.719 1.209 -3.472  C13 1.380, C36 1.441
3 O 2.470 -2.021 3.278  C11 1.256
4 O -1.370 3.020 -3.437  C13 1.232
5 N 6.062 1.922 -4.803  C32 1.171
6 C 0.727 -0.436 3.019  C11 1.473, C24 1.368, C29 1.552
7 C 3.403 -3.040 0.519  C23 1.535, H45 1.097, H60 1.097, H72 1.095
8 C -4.977 1.416 -4.303  C36 1.516, H39 1.100, H51 1.100, H55 1.099
9 C 3.509 1.511 -4.634  C14 1.405, C21 1.403, C32 1.424
10 C 1.157 -0.713 5.541  C29 1.535, H42 1.096, H47 1.093, H52 1.099
11 C 1.499 -1.616 2.593  O3 1.256, C6 1.473, C16 1.475
12 C -4.061 1.383 2.298  F1 1.380, C15 1.397, C34 1.387
13 C -1.470 1.792 -3.400  O2 1.380, O4 1.232, C25 1.436
14 C 2.970 0.215 -4.681  C9 1.405, C30 1.382, H64 1.091
15 C -4.691 2.358 1.520  C12 1.397, C27 1.406, H53 1.088
16 C 1.163 -2.270 1.314  C11 1.475, C23 1.544, C35 1.367
17 C 1.367 2.373 -3.917  C21 1.384, C33 1.435, H40 1.085
18 C -0.453 -0.471 0.852  C19 1.424, C24 1.432, C35 1.433
19 C -1.406 0.126 -0.021  C18 1.424, C31 1.426, H50 1.095
20 C 2.085 -4.577 1.947  C23 1.533, H49 1.093, H61 1.095, H70 1.099
21 C 2.679 2.592 -4.299  C9 1.403, C17 1.384, H59 1.091
22 C -3.336 1.627 -0.350  C27 1.384, C31 1.421, H58 1.087
23 C 1.979 -3.500 0.860  C7 1.535, C16 1.544, C20 1.533, C37 1.533
24 C -0.174 0.096 2.137  C6 1.368, C18 1.432, H65 1.088
25 C -0.444 0.796 -3.276  C13 1.436, C33 1.403, H63 1.072
26 C 0.081 1.351 4.745  C29 1.532, H44 1.100, H46 1.097, H68 1.098
27 C -4.350 2.421 0.158  C15 1.406, C22 1.384, H62 1.091
28 C 2.461 0.928 4.202  C29 1.534, H41 1.094, H48 1.097, H66 1.097
29 C 1.087 0.263 4.358  C6 1.552, C10 1.535, C26 1.532, C28 1.534
30 C 1.676 -0.019 -4.254  C14 1.382, C33 1.433, H54 1.091
31 C -2.597 0.735 0.472  C19 1.426, C22 1.421, C34 1.433
32 C 4.906 1.733 -4.790  N5 1.171, C9 1.424
33 C 0.840 1.045 -3.785  C17 1.435, C25 1.403, C30 1.433
34 C -3.111 0.510 1.791  C12 1.387, C31 1.433, H67 1.090
35 C 0.245 -1.672 0.497  C16 1.367, C18 1.433, H57 1.094
36 C -3.696 2.150 -3.958  O2 1.441, C8 1.516, H56 1.104, H71 1.099
37 C 1.401 -4.191 -0.380  C23 1.533, H38 1.098, H43 1.101, H69 1.096
38 H 0.387 -4.565 -0.184  C37 1.098
39 H -5.063 0.432 -3.820  C8 1.100
40 H 0.699 3.206 -3.723  C17 1.085
41 H 3.221 0.164 4.015  C28 1.094
42 H 0.180 -1.182 5.704  C10 1.096
43 H 2.035 -5.057 -0.629  C37 1.101
44 H 0.385 1.782 5.711  C26 1.100
45 H 3.984 -3.889 0.138  C7 1.097
46 H 0.059 2.167 4.012  C26 1.097
47 H 1.910 -1.483 5.355  C10 1.093
48 H 2.712 1.476 5.119  C28 1.097
49 H 2.566 -4.170 2.841  C20 1.093
50 H -1.260 0.097 -1.105  C19 1.095
51 H -5.049 1.279 -5.392  C8 1.100
52 H 1.429 -0.157 6.448  C10 1.099
53 H -5.440 3.012 1.962  C15 1.088
54 H 1.249 -1.023 -4.296  C30 1.091
55 H -5.820 2.051 -3.996  C8 1.099
56 H -3.885 2.901 -3.170  C36 1.104
57 H -0.020 -2.130 -0.460  C35 1.094
58 H -3.061 1.699 -1.400  C22 1.087
59 H 3.065 3.613 -4.323  C21 1.091
60 H 3.374 -2.260 -0.252  C7 1.097
61 H 1.089 -4.952 2.205  C20 1.095
62 H -4.879 3.112 -0.501  C27 1.091
63 H -0.767 -0.210 -3.097  C25 1.072
64 H 3.580 -0.609 -5.055  C14 1.091
65 H -0.711 1.006 2.398  C24 1.088
66 H 2.445 1.633 3.362  C28 1.097
67 H -2.722 -0.305 2.401  C34 1.090
68 H -0.929 0.938 4.869  C26 1.098
69 H 1.390 -3.528 -1.252  C37 1.096
70 H 2.684 -5.417 1.567  C20 1.099
71 H -3.280 2.634 -4.853  C36 1.099
72 H 3.888 -2.641 1.415  C7 1.095

Here are the Mulliken charges for atoms 1 to 4, given in e: F -0.342; O -0.405; O -0.798; O -0.755

---

C4H12N3 | the ωB97M-V functional and the def2-TZVPD basis

Total charge = +1
HOMO-LUMO gap = 9.384 eV
Energy above the lowest of the compared OMol25 structures with the same formula, charge and spin = 28.03 kcal/mol
Maximum force = 0.396 eV/Å

Bonds (Å) are listed after each position.
Atoms and positions in Å:
1 N 0.718 -2.367 -1.843  C7 1.342, H13 1.003, H18 1.003
2 N 0.001 -1.829 0.297  C7 1.284, H14 1.013
3 N -0.414 0.778 1.156  C5 1.473, C6 1.262, H9 1.073
4 C 0.141 1.870 -0.980  C5 1.516, H16 1.086, H17 1.088, H19 1.085
5 C 0.404 1.820 0.513  N3 1.473, C4 1.516, H12 1.087, H15 1.089
6 C -1.296 1.007 2.030  N3 1.262, H8 1.090, H11 1.083
7 C 0.404 -2.680 -0.577  N1 1.342, N2 1.284, H10 1.090
8 H -1.460 2.033 2.362  C6 1.090
9 H -0.258 -0.226 0.811  N3 1.073
10 H 0.556 -3.735 -0.350  C7 1.090
11 H -1.863 0.189 2.455  C6 1.083
12 H 1.440 1.576 0.736  C5 1.087
13 H 0.507 -1.447 -2.183  N1 1.003
14 H -0.150 -2.333 1.163  N2 1.013
15 H 0.164 2.770 0.986  C5 1.089
16 H 0.470 0.955 -1.466  C4 1.086
17 H 0.698 2.698 -1.413  C4 1.088
18 H 0.853 -3.102 -2.513  N1 1.003
19 H -0.913 2.025 -1.183  C4 1.085

Here are the Mulliken charges for atoms 1 to 4, given in e: N -0.325; N -0.673; N 0.163; C -0.935

---

C17H23N3O6S | the ωB97M-V functional and the def2-TZVPD basis

SMILES = Cc1ccc(S(=O)(=O)NCC(=O)OCC(=O)NC(=O)NC2CCCC2)cc1
HOMO-LUMO gap = 9.935 eV
Energy above the lowest of the compared OMol25 structures with the same formula, charge and spin = 0.00 kcal/mol
Maximum force = 0.835 eV/Å

Bonds (Å) are listed after each position.
Atoms and positions in Å:
1 S 1.266 0.969 1.442  O2 1.433, O6 1.432, N10 1.668, C15 1.785
2 O 0.027 1.484 0.939  S1 1.433
3 O -1.371 0.818 -1.731  C18 1.211
4 O 0.626 4.200 0.098  C24 1.196
5 O -2.079 4.796 -1.141  C27 1.205
6 O 1.339 0.590 2.822  S1 1.432
7 O 0.694 2.798 -1.653  C14 1.427, C24 1.332
8 N -2.052 2.643 -0.513  C18 1.400, C27 1.371, H48 1.012
9 N -2.497 0.521 0.213  C18 1.352, C26 1.450, H29 1.008
10 N 2.411 2.157 1.204  S1 1.668, C11 1.442, H43 1.007
11 C 2.486 2.669 -0.141  N10 1.442, C24 1.532, H44 1.093, H46 1.100
12 C 1.883 -1.571 -1.639  C20 1.393, C25 1.384, H42 1.080
13 C 2.748 -1.263 0.972  C15 1.382, C21 1.384, H30 1.079
14 C -0.459 3.409 -2.232  O7 1.427, C27 1.525, H31 1.092, H39 1.096
15 C 1.824 -0.391 0.428  S1 1.785, C13 1.382, C25 1.382
16 C 3.335 -3.584 -1.961  C20 1.497, H32 1.089, H34 1.088, H38 1.087
17 C -1.408 -1.488 1.208  C23 1.534, C26 1.546, H28 1.089, H36 1.090
18 C -1.883 1.270 -0.731  O3 1.211, N8 1.400, N9 1.352
19 C -3.630 -1.770 2.118  C22 1.526, C23 1.526, H37 1.089, H41 1.091
20 C 2.816 -2.463 -1.116  C12 1.393, C16 1.497, C21 1.391
21 C 3.239 -2.300 0.199  C13 1.384, C20 1.391, H50 1.080
22 C -3.787 -1.512 0.623  C19 1.526, C26 1.537, H35 1.089, H49 1.090
23 C -2.210 -2.320 2.217  C17 1.534, C19 1.526, H45 1.091, H47 1.088
24 C 1.145 3.310 -0.509  O4 1.196, O7 1.332, C11 1.532
25 C 1.383 -0.531 -0.874  C12 1.384, C15 1.382, H40 1.079
26 C -2.432 -0.927 0.195  N9 1.450, C17 1.546, C22 1.537, H33 1.092
27 C -1.583 3.703 -1.244  O5 1.205, N8 1.371, C14 1.525
28 H -0.646 -2.086 0.711  C17 1.089
29 H -2.652 0.939 1.118  N9 1.008
30 H 3.051 -1.127 1.999  C13 1.079
31 H -0.806 2.700 -2.987  C14 1.092
32 H 2.532 -4.283 -2.189  C16 1.089
33 H -2.176 -1.195 -0.832  C26 1.092
34 H 3.719 -3.203 -2.905  C16 1.088
35 H -4.606 -0.835 0.387  C22 1.089
36 H -0.901 -0.661 1.705  C17 1.090
37 H -4.376 -2.463 2.504  C19 1.089
38 H 4.129 -4.124 -1.451  C16 1.087
39 H -0.171 4.362 -2.689  C14 1.096
40 H 0.642 0.145 -1.270  C25 1.079
41 H -3.710 -0.834 2.674  C19 1.091
42 H 1.540 -1.693 -2.656  C12 1.080
43 H 3.296 1.934 1.631  N10 1.007
44 H 3.243 3.457 -0.178  C11 1.093
45 H -2.206 -3.371 1.923  C23 1.091
46 H 2.725 1.893 -0.883  C11 1.100
47 H -1.800 -2.245 3.222  C23 1.088
48 H -2.659 2.919 0.249  N8 1.012
49 H -3.958 -2.456 0.104  C22 1.090
50 H 3.957 -2.989 0.620  C21 1.080

Here are the Mulliken charges for atoms 1 to 4, given in e: S 1.096; O -0.432; O -0.703; O -0.590

---

What is the formula in the first record?
C31H27BrFN3O4